## P
{
  "formula": "C2H7N3O",
  "method": "ωB97M-V/def2-TZVPD",
  "smiles": "[H]/N=C\\N.NC=O",
  "homo_energy_ev": -8.69,
  "orbital_gap_ev": 9.703,
  "elements": ["N", "C", "N", "H", "H", "H", "H", "C", "N", "O", "H", "H", "H"],
  "positions_angstrom": [[-1.1159, -1.3893, 0.3627], [-0.2494, -1.6132, -0.6371], [0.9805, -1.2816, -0.7701], [-2.0288, -1.7528, 0.2463], [-0.9653, -0.5839, 0.9978], [-0.8104, -2.0738, -1.4735], [1.5398, -1.7638, -0.0662], [0.1820, 1.9375, 0.7672], [0.7430, 1.5112, -0.3532], [-0.6622, 1.3481, 1.4296], [0.4289, 2.9508, 1.0920], [0.8816, 0.4960, -0.6036], [1.0761, 2.2148, -0.9917]],
  "nbo_charge": [-0.786, 0.406, -0.920, 0.388, 0.444, 0.115, 0.384, 0.531, -0.839, -0.659, 0.109, 0.437, 0.390]
}

## Q
{
  "formula": "C2H7N3O",
  "method": "ωB97M-V/def2-TZVPD",
  "smiles": "C/N=N/[C@H](N)O",
  "homo_energy_ev": -9.56,
  "orbital_gap_ev": 10.139,
  "elements": ["C", "N", "C", "N", "O", "N", "H", "H", "H", "H", "H", "H", "H"],
  "positions_angstrom": [[-2.1789, -0.9413, 0.4400], [-0.9617, -0.1493, 0.6087], [1.0270, 0.4607, 0.0558], [1.7830, 1.1178, -0.9654], [1.8682, -0.4857, 0.6678], [-0.2382, -0.0879, -0.4250], [2.6194, -0.5656, 0.0569], [0.4511, 1.0056, 0.9913], [1.3287, 0.9949, -1.8664], [1.7960, 2.1164, -0.7807], [-2.2277, -1.4421, -0.5315], [-2.2128, -1.7267, 1.2005], [-3.0541, -0.2968, 0.5482]],
  "nbo_charge": [-0.466, -0.128, 0.306, -0.867, -0.708, -0.182, 0.483, 0.169, 0.377, 0.379, 0.200, 0.222, 0.214]
}

List of relative energies, unit kcal/mol: P 0.0; Q 34.4

## P
{
  "formula": "C2H7N3O",
  "method": "ωB97M-V/def2-TZVPD",
  "homo_energy_ev": -8.58,
  "orbital_gap_ev": 9.280,
  "elements": ["C", "N", "N", "N", "C", "O", "H", "H", "H", "H", "H", "H", "H"],
  "positions_angstrom": [[0.0371, -0.7159, -0.8197], [0.5160, 0.4968, -1.0898], [0.3483, -0.0805, 1.2975], [-1.2610, -1.0728, -1.0218], [0.8203, 1.2239, 0.6360], [0.1494, 2.2374, 0.8210], [-0.1940, 1.1740, -1.3537], [0.7277, -1.5499, -0.7992], [-1.9621, -0.3524, -0.9654], [-0.5819, 0.0237, 1.6905], [1.0036, -0.5859, 1.8836], [-1.5286, -2.0438, -0.9956], [1.9252, 1.2453, 0.7166]],
  "nbo_charge": [0.409, -0.756, -0.926, -0.795, 0.527, -0.674, 0.357, 0.183, 0.400, 0.378, 0.379, 0.400, 0.117]
}

## Q
{
  "formula": "C2H7N3O",
  "method": "ωB97M-V/def2-TZVPD",
  "homo_energy_ev": [-8.59, -8.59],
  "orbital_gap_ev": [8.001, 8.000],
  "elements": ["C", "O", "H", "H", "H", "H", "C", "N", "N", "N", "H", "H", "H"],
  "positions_angstrom": [[0.9031, -1.7615, -0.5745], [0.8047, -0.7289, -1.3761], [0.1760, 0.0467, -0.9380], [-0.1756, -1.4058, 0.4788], [1.8060, -1.8575, 0.0308], [0.3940, -2.6800, -0.8753], [-0.7956, 0.5409, 0.1533], [-0.1476, 1.7288, 0.5291], [-0.5941, 2.7605, -0.0175], [-0.6606, -0.5153, 0.9953], [-0.0280, 3.5436, 0.3333], [0.0066, -0.2747, 1.7298], [-1.6888, 0.6030, -0.4690]],
  "nbo_charge": [-0.066, -0.621, 0.402, 0.305, 0.162, 0.170, -0.063, -0.174, -0.349, -0.662, 0.316, 0.381, 0.197]
}

## R
{
  "formula": "C2H7N3O",
  "method": "ωB97M-V/def2-TZVPD",
  "smiles": "[H]/N=C\\CN(N)O",
  "homo_energy_ev": -9.70,
  "orbital_gap_ev": 10.531,
  "elements": ["C", "N", "N", "C", "O", "N", "H", "H", "H", "H", "H", "H", "H"],
  "positions_angstrom": [[0.4153, 0.3548, -0.6317], [0.4310, 0.6588, 0.7785], [-0.3827, 1.6885, 1.0854], [0.6699, -1.1439, -0.8078], [0.0346, -0.7463, 1.4200], [-0.0159, -1.9409, -1.5144], [-0.9182, -0.9432, 1.3268], [-0.2710, 1.9857, 2.0449], [-1.3645, 1.6022, 0.8090], [-0.9553, -1.6090, -1.7697], [-0.5278, 0.6267, -1.1507], [1.2215, 0.9317, -1.0780], [1.6632, -1.4651, -0.5125]],
  "nbo_charge": [-0.321, 0.018, -0.620, 0.175, -0.664, -0.630, 0.440, 0.377, 0.332, 0.322, 0.167, 0.226, 0.176]
}

## S
{
  "formula": "C2H7N3O",
  "method": "ωB97M-V/def2-TZVPD",
  "smiles": "C/C(=N/O)NN",
  "homo_energy_ev": -8.41,
  "orbital_gap_ev": 8.978,
  "elements": ["C", "C", "H", "H", "H", "H", "H", "H", "H", "N", "N", "N", "O"],
  "positions_angstrom": [[-1.8137, 0.2820, 0.0301], [-0.3307, 0.5036, -0.0144], [-2.4050, 1.1547, 0.0261], [-2.1503, -0.2890, -0.8643], [-2.0742, -0.3295, 0.8527], [-0.2673, -1.5482, -0.3530], [1.4899, -1.2647, 1.1262], [2.1248, -1.4303, -0.4745], [1.8758, 0.9238, -0.1550], [0.3006, -0.7063, -0.3347], [1.6191, -0.8278, 0.1787], [0.1469, 1.6858, 0.1470], [1.4841, 1.8460, -0.1649]],
  "nbo_charge": [-0.645, 0.314, 0.240, 0.210, 0.208, 0.373, 0.359, 0.371, 0.467, -0.494, -0.665, -0.162, -0.577]
}

List of relative energies, unit kcal/mol: P 0.0; Q 62.8; R 38.3; S 20.6

## P
{
  "formula": "C2H7N3O",
  "method": "ωB97M-V/def2-TZVPD",
  "smiles": "CN/N=C\\NO",
  "homo_energy_ev": -8.45,
  "orbital_gap_ev": 9.422,
  "elements": ["C", "C", "H", "H", "H", "H", "H", "H", "H", "N", "N", "N", "O"],
  "positions_angstrom": [[0.4366, 0.6011, 1.6398], [-0.2112, -1.3067, -0.8654], [1.0634, -0.1917, 2.0944], [-0.6051, 0.5763, 1.9532], [0.7078, 1.6757, 2.0632], [1.6754, 0.7116, 0.0160], [-0.1532, -2.3821, -1.3348], [-1.9363, -0.8819, -1.9068], [-0.1743, 0.9472, -0.8813], [0.6988, 0.5308, 0.1594], [0.6229, -0.9542, -0.0388], [-1.0822, -0.4149, -1.5246], [-1.0426, 1.0888, -1.3742]],
  "nbo_charge": [-0.428, 0.231, 0.212, 0.214, 0.195, 0.373, 0.217, 0.389, 0.455, -0.493, -0.403, -0.414, -0.549]
}

## Q
{
  "formula": "C2H7N3O",
  "method": "ωB97M-V/def2-TZVPD",
  "smiles": "[H]/N=C\\N.NC=O",
  "homo_energy_ev": -8.80,
  "orbital_gap_ev": 8.978,
  "elements": ["C", "N", "N", "N", "C", "O", "H", "H", "H", "H", "H", "H", "H"],
  "positions_angstrom": [[-0.8608, 0.1364, 0.8684], [-1.5504, -0.2822, -0.1843], [0.3582, 0.0845, -1.7790], [-0.1645, -0.7421, 1.7074], [0.8388, 0.7011, -0.5524], [1.8488, 0.2574, -0.0143], [-1.2910, -1.2331, -0.4475], [-1.3015, 0.9940, 1.3753], [0.7349, -0.8425, -1.9421], [0.3210, 0.6344, -2.6282], [-0.2416, -0.5741, 2.6987], [0.8033, -0.8851, 1.4315], [0.5047, 1.7515, -0.5335]],
  "nbo_charge": [0.165, -0.533, -0.884, -0.881, 0.518, -0.588, 0.332, 0.171, 0.376, 0.391, 0.379, 0.403, 0.149]
}

List of relative energies, unit kcal/mol: P 58.0; Q 0.0